No. 1
Computed, not measured: a 2-piece molecular cluster, C10H16O overall, with ωB97M-V/def2-TZVPD.

XYZ file:
```
27
C10H16O, DFT ωB97M-V/def2-TZVPD
C 2.368 2.392 -1.273
C 1.358 2.024 -0.203
C 0.461 2.953 0.290
C -0.581 2.547 1.123
C -0.650 1.206 1.500
O -1.762 0.739 2.137
C 0.406 0.336 1.258
C 1.424 0.757 0.394
H 1.865 2.802 -2.148
H 2.870 1.475 -1.591
H 3.164 3.034 -0.897
H 0.677 4.002 0.120
H -1.330 3.244 1.474
H -2.105 1.215 2.905
H 0.519 -0.534 1.891
H 2.117 -0.004 0.058
C -0.387 -3.700 -0.315
C -0.738 -2.464 -1.208
C -1.789 -1.581 -0.507
H 0.352 -3.335 0.403
H -1.269 -4.035 0.222
H 0.078 -4.485 -0.908
H -1.089 -2.719 -2.206
H 0.210 -1.927 -1.261
H -1.435 -0.594 -0.220
H -2.287 -2.153 0.263
H -2.447 -1.197 -1.299
```

Computed properties:
2S+1 ... 1
SMILES ... Cc1ccc(O)cc1.CCC
Kohn-Sham gap ... 9.34 eV
HOMO level ... -8.54 eV
E_LUMO ... 0.79 eV
Electronic energy ... -465.836801 Eh

Löwdin population analysis, charges in e, atoms 1 to 2: -0.05, -0.29


No. 2
Computed, not measured: a 2-piece molecular cluster, C10H16O overall, with ωB97M-V/def2-TZVPD.

XYZ file:
```
27
C10H16O, DFT ωB97M-V/def2-TZVPD
C -1.268 -0.705 2.143
C -1.544 0.548 1.221
C -1.756 0.156 -0.228
C -0.915 -0.788 -0.816
C -0.960 -1.013 -2.198
C -1.922 -0.329 -2.934
O -2.053 -0.472 -4.272
C -2.839 0.518 -2.315
C -2.755 0.818 -0.958
H -1.560 -0.500 3.172
H -0.294 -1.046 1.832
H -2.152 -1.288 1.857
H -2.391 1.091 1.639
H -0.664 1.194 1.232
H -0.201 -1.356 -0.237
H -0.469 -1.926 -2.489
H -1.724 -1.243 -4.696
H -3.570 0.985 -2.959
H -3.494 1.487 -0.563
C 3.728 1.167 1.446
C 4.369 -0.243 1.486
H 4.026 1.676 2.354
H 4.107 1.712 0.564
H 2.718 1.220 1.027
H 4.476 -0.596 2.521
H 3.688 -0.882 0.931
H 5.420 -0.182 1.238
```

Computed properties:
2S+1 ... 1
SMILES ... CCc1ccc(O)cc1.CC
Kohn-Sham gap ... 9.13 eV
HOMO level ... -8.32 eV
E_LUMO ... 0.81 eV
Electronic energy ... -465.818787 Eh

Löwdin population analysis, charges in e, atoms 1 to 2: -0.09, -0.21


No. 3
Computed, not measured: a 2-piece molecular cluster, C10H16O overall, with ωB97M-V/def2-TZVPD.

XYZ file:
```
27
C10H16O, DFT ωB97M-V/def2-TZVPD
C -2.993 1.450 0.090
C -1.675 0.983 0.658
C -1.371 -0.368 0.657
C -0.231 -0.878 1.288
C 0.590 -0.020 2.000
O 1.576 -0.398 2.857
C 0.204 1.318 2.111
C -0.918 1.816 1.488
H -2.863 2.310 -0.560
H -3.654 1.779 0.895
H -3.485 0.649 -0.461
H -2.069 -1.087 0.250
H -0.184 -1.960 1.309
H 1.830 -1.324 2.785
H 0.820 1.919 2.762
H -1.310 2.787 1.748
C 0.430 -1.038 -2.615
C 1.557 -1.394 -1.631
C 2.317 -0.152 -1.142
H -0.509 -0.921 -2.086
H 0.323 -1.797 -3.387
H 0.690 -0.124 -3.145
H 1.084 -1.825 -0.747
H 2.245 -2.152 -2.015
H 3.158 0.016 -1.816
H 1.673 0.721 -1.132
H 2.763 -0.311 -0.162
```

Computed properties:
2S+1 ... 1
SMILES ... Cc1ccc(O)cc1.CCC
Kohn-Sham gap ... 9.21 eV
HOMO level ... -8.38 eV
E_LUMO ... 0.83 eV
Electronic energy ... -465.858672 Eh

Löwdin population analysis, charges in e, atoms 1 to 2: -0.06, -0.28


No. 4
Computed, not measured: a 2-piece molecular cluster, C10H16O overall, with ωB97M-V/def2-TZVPD.

XYZ file:
```
27
C10H16O, DFT ωB97M-V/def2-TZVPD
C -1.348 -2.873 -1.238
C -0.250 -1.871 -1.242
C -0.629 -0.536 -1.449
C 0.365 0.438 -1.658
C 1.660 0.009 -1.625
O 2.731 0.897 -1.705
C 2.070 -1.278 -1.333
C 1.094 -2.216 -1.075
H -1.025 -3.914 -1.293
H -1.910 -2.758 -2.194
H -2.290 -2.686 -0.693
H -1.678 -0.286 -1.549
H 0.128 1.481 -1.877
H 2.412 1.724 -2.080
H 3.112 -1.585 -1.364
H 1.447 -3.212 -0.804
C -1.312 1.138 1.270
C -0.765 2.341 2.019
C 0.398 1.844 2.925
H -0.829 0.228 1.635
H -1.070 1.143 0.212
H -2.358 0.838 1.275
H -0.414 3.103 1.343
H -1.516 2.858 2.639
H 0.624 0.781 2.910
H 1.295 2.449 2.945
H 0.059 1.943 4.005
```

Computed properties:
2S+1 ... 1
SMILES ... Cc1ccc(O)cc1.CCC
Kohn-Sham gap ... 9.18 eV
HOMO level ... -8.31 eV
E_LUMO ... 0.87 eV
Electronic energy ... -465.826681 Eh

Löwdin population analysis, charges in e, atoms 1 to 2: -0.08, -0.29


No. 5
Computed, not measured: a 2-piece molecular cluster, C10H16O overall, with ωB97M-V/def2-TZVPD.

XYZ file:
```
27
C10H16O, DFT ωB97M-V/def2-TZVPD
C 0.381 1.610 2.121
C 1.258 0.802 1.207
C 1.614 -0.509 1.499
C 2.185 -1.411 0.581
C 2.415 -0.904 -0.693
O 3.055 -1.714 -1.587
C 2.183 0.426 -1.019
C 1.675 1.295 -0.036
H 0.818 2.607 2.244
H 0.175 1.090 3.059
H -0.477 1.883 1.510
H 1.282 -1.056 2.347
H 2.396 -2.442 0.883
H 2.861 -1.625 -2.537
H 2.340 0.762 -2.017
H 1.431 2.300 -0.310
C -2.426 -1.320 0.022
C -2.831 0.013 -0.522
C -1.815 0.560 -1.544
H -2.325 -2.137 -0.727
H -3.121 -1.773 0.745
H -1.528 -1.348 0.665
H -3.847 0.067 -0.913
H -3.081 0.699 0.307
H -0.856 0.128 -1.256
H -2.061 0.330 -2.569
H -1.701 1.665 -1.460
```

Computed properties:
2S+1 ... 1
SMILES ... Cc1ccc(O)cc1.CCC
Kohn-Sham gap ... 9.23 eV
HOMO level ... -8.37 eV
E_LUMO ... 0.85 eV
Electronic energy ... -465.841249 Eh

Löwdin population analysis, charges in e, atoms 1 to 2: -0.05, -0.30


No. 6
Computed, not measured: a 2-piece molecular cluster, C10H16O overall, with ωB97M-V/def2-TZVPD.

XYZ file:
```
27
C10H16O, DFT ωB97M-V/def2-TZVPD
C 1.663 2.869 -0.426
C 0.465 2.031 -0.207
C -0.592 2.402 0.661
C -1.735 1.650 0.720
C -1.841 0.461 -0.045
O -3.049 -0.097 -0.339
C -0.748 0.072 -0.780
C 0.388 0.869 -0.989
H 2.353 2.564 -1.211
H 2.383 2.834 0.419
H 1.381 3.914 -0.585
H -0.511 3.417 1.012
H -2.647 1.997 1.184
H -3.681 0.209 0.303
H -0.848 -0.817 -1.399
H 1.119 0.486 -1.681
C 2.706 -3.183 0.670
C 1.443 -2.380 0.667
C 0.337 -3.145 -0.082
H 2.496 -4.222 0.967
H 3.228 -3.277 -0.282
H 3.362 -2.872 1.490
H 1.433 -1.349 0.318
H 1.033 -2.233 1.684
H 0.195 -4.161 0.301
H 0.695 -3.428 -1.087
H -0.596 -2.600 -0.180
```

Computed properties:
2S+1 ... 1
SMILES ... Cc1ccc(O)cc1.CCC
Kohn-Sham gap ... 9.16 eV
HOMO level ... -8.30 eV
E_LUMO ... 0.86 eV
Electronic energy ... -465.841432 Eh

Löwdin population analysis, charges in e, atoms 1 to 2: -0.08, -0.29


No. 7
Computed, not measured: a 2-piece molecular cluster, C10H16O overall, with ωB97M-V/def2-TZVPD.

XYZ file:
```
27
C10H16O, DFT ωB97M-V/def2-TZVPD
C -3.814 1.270 0.105
C -2.986 0.028 -0.188
C -2.524 -0.797 0.898
C -1.542 -1.816 0.698
C -1.278 -1.965 -0.623
O -0.517 -3.096 -0.862
C -1.754 -1.271 -1.714
C -2.742 -0.314 -1.471
H -4.349 1.054 1.014
H -4.439 1.558 -0.845
H -3.100 2.088 0.428
H -2.878 -0.703 1.829
H -1.252 -2.457 1.442
H 0.412 -2.810 -0.921
H -1.486 -1.395 -2.776
H -3.200 0.165 -2.230
C 3.759 0.393 1.643
C 3.451 0.509 0.091
C 2.969 1.863 -0.483
H 4.169 1.274 2.071
H 4.488 -0.411 1.888
H 2.880 0.173 2.288
H 4.348 0.035 -0.368
H 2.618 -0.231 -0.084
H 2.044 2.154 -0.158
H 3.593 2.753 -0.108
H 3.129 1.949 -1.564
```

Computed properties:
2S+1 ... 1
SMILES ... Cc1ccc(O)cc1.CCC
Kohn-Sham gap ... 9.36 eV
HOMO level ... -8.62 eV
E_LUMO ... 0.73 eV
Electronic energy ... -465.798787 Eh

Löwdin population analysis, charges in e, atoms 1 to 2: -0.06, -0.28


No. 8
Computed, not measured: a 2-piece molecular cluster, C10H16O overall, with ωB97M-V/def2-TZVPD.

XYZ file:
```
27
C10H16O, DFT ωB97M-V/def2-TZVPD
C -0.206 -0.714 -2.367
C 0.027 -1.390 -1.045
C -0.882 -1.171 0.000
C -0.906 -1.952 1.143
C 0.164 -2.801 1.379
O 0.233 -3.618 2.480
C 1.142 -2.958 0.414
C 1.041 -2.300 -0.808
H 0.294 0.254 -2.465
H -1.271 -0.526 -2.524
H 0.102 -1.342 -3.207
H -1.593 -0.359 -0.095
H -1.718 -1.832 1.853
H -0.205 -3.201 3.237
H 1.987 -3.599 0.635
H 1.724 -2.588 -1.599
C 0.781 3.567 -0.393
C -0.135 2.358 -0.166
C -0.630 2.215 1.259
H 1.605 3.605 0.317
H 0.198 4.473 -0.233
H 1.164 3.517 -1.406
H -0.958 2.447 -0.891
H 0.366 1.440 -0.480
H -1.668 1.861 1.313
H -0.080 1.465 1.830
H -0.576 3.148 1.818
```

Computed properties:
2S+1 ... 1
SMILES ... Cc1ccc(O)cc1.CCC
Kohn-Sham gap ... 9.32 eV
HOMO level ... -8.49 eV
E_LUMO ... 0.83 eV
Electronic energy ... -465.864327 Eh

Löwdin population analysis, charges in e, atoms 1 to 2: -0.06, -0.29


No. 9
Computed, not measured: a 2-piece molecular cluster, C10H16O overall, with ωB97M-V/def2-TZVPD.

XYZ file:
```
27
C10H16O, DFT ωB97M-V/def2-TZVPD
C -1.356 -1.387 -2.463
C -0.419 -1.410 -1.262
C -0.883 -1.861 -0.027
C -0.073 -1.806 1.091
C 1.230 -1.367 0.902
O 2.004 -1.294 2.033
C 1.786 -1.324 -0.358
C 0.936 -1.285 -1.475
H -1.108 -0.552 -3.100
H -2.377 -1.252 -2.098
H -1.297 -2.346 -2.962
H -1.838 -2.319 0.031
H -0.340 -2.009 2.120
H 2.919 -1.075 1.854
H 2.852 -1.255 -0.553
H 1.403 -1.119 -2.429
C -1.535 1.731 0.636
C -0.019 1.692 0.457
C 0.650 2.891 1.170
H -2.030 1.415 -0.290
H -1.853 2.749 0.843
H -1.895 1.062 1.416
H 0.402 0.888 1.056
H 0.378 1.612 -0.548
H 0.390 3.821 0.659
H 0.335 3.002 2.204
H 1.737 2.798 1.092
```

Computed properties:
2S+1 ... 1
SMILES ... Cc1ccc(O)cc1.CCC
Kohn-Sham gap ... 9.20 eV
HOMO level ... -8.36 eV
E_LUMO ... 0.84 eV
Electronic energy ... -465.850351 Eh

Löwdin population analysis, charges in e, atoms 1 to 2: -0.05, -0.29


No. 10
Computed, not measured: a 2-piece molecular cluster, C10H16O overall, with ωB97M-V/def2-TZVPD.

XYZ file:
```
27
C10H16O, DFT ωB97M-V/def2-TZVPD
C -1.785 -0.261 2.216
C -0.401 -0.611 1.683
C 0.750 0.139 1.835
C 1.982 -0.182 1.320
C 2.044 -1.399 0.643
O 3.267 -1.783 0.158
C 0.993 -2.312 0.591
C -0.220 -1.873 1.132
H -2.553 -0.970 1.905
H -2.183 0.692 1.895
H -1.674 -0.341 3.300
H 0.628 1.047 2.434
H 2.871 0.425 1.375
H 3.271 -2.561 -0.412
H 1.038 -3.313 0.193
H -1.051 -2.540 1.356
C -0.686 0.222 -2.344
C 0.000 1.519 -1.997
C -1.001 2.614 -1.491
H -1.638 0.366 -2.900
H -0.913 -0.248 -1.389
H -0.380 -0.458 -3.151
H 0.790 1.295 -1.267
H 0.564 1.940 -2.826
H -0.975 2.859 -0.433
H -0.743 3.482 -2.096
H -1.997 2.250 -1.733
```

Computed properties:
2S+1 ... 1
SMILES ... Cc1ccc(O)cc1.CCC
Kohn-Sham gap ... 9.25 eV
HOMO level ... -8.38 eV
E_LUMO ... 0.87 eV
Electronic energy ... -465.835183 Eh

Löwdin population analysis, charges in e, atoms 1 to 2: -0.05, -0.30


No. 11
Computed, not measured: a 2-piece molecular cluster, C10H16O overall, with ωB97M-V/def2-TZVPD.

XYZ file:
```
27
C10H16O, DFT ωB97M-V/def2-TZVPD
C -1.774 -1.627 -1.937
C -1.282 -1.128 -0.580
C -0.035 -1.778 -0.156
C 0.521 -1.723 1.064
C -0.227 -0.914 2.005
O 0.150 -0.572 3.270
C -1.417 -0.298 1.669
C -1.977 -0.449 0.373
H -0.895 -1.740 -2.549
H -2.520 -0.864 -2.316
H -2.114 -2.684 -1.855
H 0.556 -2.192 -1.030
H 1.303 -2.321 1.304
H 0.267 -1.335 3.863
H -1.974 0.162 2.428
H -2.868 0.039 0.067
C 0.673 1.284 -1.464
C 1.934 1.295 -0.494
C 1.559 2.464 0.373
H 0.016 0.602 -1.128
H 0.812 1.342 -2.560
H 0.259 2.255 -1.319
H 1.849 0.302 0.019
H 2.968 1.274 -0.819
H 1.308 3.376 -0.293
H 0.637 2.390 1.022
H 2.270 2.839 1.045
```

Computed properties:
2S+1 ... 1
SMILES ... Cc1ccc(O)cc1.CCC
Kohn-Sham gap ... 9.25 eV
HOMO level ... -8.43 eV
E_LUMO ... 0.81 eV
Electronic energy ... -465.790778 Eh

Löwdin population analysis, charges in e, atoms 1 to 2: -0.06, -0.31


No. 12
Computed, not measured: a 2-piece molecular cluster, C10H16O overall, with ωB97M-V/def2-TZVPD.

XYZ file:
```
27
C10H16O, DFT ωB97M-V/def2-TZVPD
C 2.762 0.320 1.798
C 1.413 0.799 1.311
C 0.288 0.744 2.135
C -0.933 1.302 1.775
C -1.028 1.977 0.569
O -2.150 2.632 0.159
C 0.000 1.808 -0.345
C 1.261 1.385 0.061
H 3.534 0.905 1.301
H 2.979 -0.678 1.428
H 2.841 0.390 2.873
H 0.421 0.299 3.109
H -1.695 1.251 2.544
H -2.890 2.442 0.742
H -0.145 2.256 -1.324
H 2.063 1.470 -0.669
C -1.567 -1.114 -0.753
C -1.220 -1.920 -2.028
C 0.291 -2.204 -2.152
H -1.943 -0.121 -0.932
H -0.678 -1.070 -0.113
H -2.216 -1.669 -0.068
H -1.782 -2.855 -1.965
H -1.559 -1.358 -2.887
H 0.833 -1.471 -1.565
H 0.574 -3.206 -1.803
H 0.546 -2.315 -3.198
```

Computed properties:
2S+1 ... 1
SMILES ... Cc1ccc(O)cc1.CCC
Kohn-Sham gap ... 9.28 eV
HOMO level ... -8.42 eV
E_LUMO ... 0.86 eV
Electronic energy ... -465.851178 Eh

Löwdin population analysis, charges in e, atoms 1 to 2: -0.05, -0.29


Copy entry 3 word for word.
Computed, not measured: a 2-piece molecular cluster, C10H16O overall, with ωB97M-V/def2-TZVPD.

XYZ file:
```
27
C10H16O, DFT ωB97M-V/def2-TZVPD
C -2.993 1.450 0.090
C -1.675 0.983 0.658
C -1.371 -0.368 0.657
C -0.231 -0.878 1.288
C 0.590 -0.020 2.000
O 1.576 -0.398 2.857
C 0.204 1.318 2.111
C -0.918 1.816 1.488
H -2.863 2.310 -0.560
H -3.654 1.779 0.895
H -3.485 0.649 -0.461
H -2.069 -1.087 0.250
H -0.184 -1.960 1.309
H 1.830 -1.324 2.785
H 0.820 1.919 2.762
H -1.310 2.787 1.748
C 0.430 -1.038 -2.615
C 1.557 -1.394 -1.631
C 2.317 -0.152 -1.142
H -0.509 -0.921 -2.086
H 0.323 -1.797 -3.387
H 0.690 -0.124 -3.145
H 1.084 -1.825 -0.747
H 2.245 -2.152 -2.015
H 3.158 0.016 -1.816
H 1.673 0.721 -1.132
H 2.763 -0.311 -0.162
```

Computed properties:
2S+1 ... 1
SMILES ... Cc1ccc(O)cc1.CCC
Kohn-Sham gap ... 9.21 eV
HOMO level ... -8.38 eV
E_LUMO ... 0.83 eV
Electronic energy ... -465.858672 Eh

Löwdin population analysis, charges in e, atoms 1 to 2: -0.06, -0.28


Kohn-Sham gap of number 7 (C10H16O)?
9.36 eV